Entry 1:
ORCA calculation (the ωB97M-V functional and the def2-TZVPD basis) on 2 unconnected molecules or ions with the total composition C4H8NPS in a non-equilibrium geometry.

Properties
E (Ha): -951.38808
LUMO level (eV): -1.4
Energy relative to the best compared isomer or geometry (same formula, charge and spin) (kJ/mol): 269.0
Maximum force (eV/Å): 2.36
E_HOMO (eV): -9.50
Structure (SMILES): C=C(C)C.N#P=S

ORCA input file:
```
! wB97M-V def2-TZVPD RIJCOSX def2/J DEFGRID3
* xyz 0 1
C -0.82 0.75 -0.72
C 0.03 -0.05 -0.08
C 0.64 0.30 1.23
C 0.53 -1.30 -0.70
H -1.34 0.45 -1.56
H -1.08 1.75 -0.43
H 0.57 1.39 1.39
H 1.66 -0.04 1.36
H -0.01 -0.31 1.97
H 1.37 -1.80 -0.12
H 1.01 -0.98 -1.70
H -0.35 -1.95 -0.62
N -2.58 -1.69 0.83
P -2.87 -0.41 0.12
S -4.23 0.84 -0.41
*
```

---

Entry 2:
ORCA calculation (the ωB97M-V functional and the def2-TZVPD basis) on 2 unconnected molecules or ions with the total composition C30H40N2O4 in a non-equilibrium geometry.

Properties
E (Ha): -1577.51989
LUMO level (eV): -1.2
Maximum force (eV/Å): 2.28
E_HOMO (eV): -5.56

ORCA input file:
```
! wB97M-V def2-TZVPD RIJCOSX def2/J DEFGRID3
* xyz 0 1
C 0.42 1.40 -6.39
C 0.04 1.09 -4.94
C -0.53 -0.32 -4.79
C -1.24 -0.59 -3.45
C -0.53 -0.99 -2.22
C -1.51 -1.48 -1.23
O -1.60 -2.64 -0.83
O -2.42 -0.52 -0.93
C -3.33 -0.79 0.17
C -4.75 -0.58 -0.28
C 0.72 -1.77 -2.24
O 1.35 -2.08 -1.23
O 1.19 -2.09 -3.47
C 2.52 -2.66 -3.42
C 2.82 -3.31 -4.74
H 0.71 2.45 -6.48
H 1.26 0.78 -6.72
H -0.42 1.22 -7.06
H 0.91 1.19 -4.28
H -0.71 1.81 -4.59
H -1.29 -0.49 -5.56
H 0.26 -1.07 -4.92
H -1.85 0.29 -3.18
H -1.96 -1.40 -3.69
H -3.17 -1.82 0.51
H -3.04 -0.08 0.96
H -5.41 -0.70 0.59
H -4.90 0.42 -0.70
H -5.03 -1.33 -1.02
H 3.22 -1.84 -3.21
H 2.56 -3.38 -2.60
H 3.84 -3.69 -4.71
H 2.15 -4.16 -4.91
H 2.75 -2.62 -5.58
C 1.05 -3.19 6.22
N 0.58 -3.36 4.88
C -0.17 -4.54 4.49
C -0.49 -4.30 2.99
C 0.12 -2.96 2.69
C 0.75 -2.48 3.86
C 1.37 -1.21 3.88
C 1.28 -0.42 2.76
C 0.54 -0.83 1.60
C 0.22 0.10 0.56
C -0.01 1.47 0.87
C 0.28 2.51 -0.06
C 0.39 3.81 0.37
C 0.11 4.13 1.72
N 0.41 5.43 1.97
C 0.33 6.11 3.24
C 0.88 6.14 0.79
C 0.88 5.05 -0.31
C -0.35 3.16 2.63
C -0.46 1.86 2.19
C 0.10 -2.19 1.56
H 1.16 -2.13 6.46
H 0.32 -3.64 6.91
H 2.01 -3.69 6.38
H 0.44 -5.45 4.64
H -1.07 -4.64 5.10
H -0.06 -5.10 2.37
H -1.58 -4.30 2.83
H 1.88 -0.89 4.79
H 1.77 0.56 2.75
H 0.42 -0.16 -0.47
H 0.48 2.24 -1.10
H 0.36 5.39 4.06
H 1.18 6.80 3.34
H -0.59 6.70 3.33
H 0.20 6.97 0.54
H 1.87 6.57 0.96
H 1.90 4.92 -0.71
H 0.23 5.35 -1.13
H -0.59 3.46 3.65
H -0.86 1.10 2.86
H -0.31 -2.60 0.66
*
```

---

Entry 3:
ORCA calculation (the ωB97M-V functional and the def2-TZVPD basis) on a molecular structure, C20H14BrClCrN4O4S3.

Properties
⟨S²⟩: 0.781
E (Ha): -6563.95856
LUMO level (spin up / spin down) (eV): 1.5 / 1.5
Maximum force (eV/Å): 0.94
E_HOMO (spin up / spin down) (eV): -4.74 / -4.72

ORCA input file:
```
! wB97M-V def2-TZVPD RIJCOSX def2/J DEFGRID3
* xyz -1 2
Cr 1.10 -1.25 1.63
S 2.15 0.36 5.71
C 1.76 -0.27 4.24
S 0.44 -1.34 3.89
S 2.67 -0.01 2.76
Cl 3.43 -5.37 4.18
C 2.63 -3.90 3.53
C 2.84 -3.72 2.05
O 3.70 -4.28 1.40
O 2.01 -2.85 1.51
H 3.05 -3.04 4.05
H 1.58 -3.95 3.77
C 2.99 -1.43 -2.31
C 2.43 -1.73 -1.08
N 1.79 -0.81 -0.34
C 1.68 0.43 -0.83
C 2.20 0.80 -2.06
C 2.89 -0.15 -2.80
C 2.04 2.19 -2.53
C 0.90 2.86 -2.71
C -0.47 2.33 -2.62
C -1.55 3.20 -2.53
C -2.82 2.64 -2.54
N -3.02 1.33 -2.62
C -1.92 0.58 -2.68
N -0.66 1.01 -2.69
H 3.51 -2.21 -2.85
H 2.51 -2.71 -0.63
H 1.17 1.14 -0.21
H 3.32 0.12 -3.76
H 2.96 2.73 -2.74
H 0.96 3.91 -2.99
H -1.41 4.27 -2.46
H -3.70 3.27 -2.48
H -2.07 -0.49 -2.73
Br -4.56 3.59 1.59
C -4.09 1.81 1.16
C -5.07 0.93 0.71
N -4.82 -0.33 0.40
C -3.56 -0.75 0.51
C -2.52 0.06 0.94
C -2.79 1.38 1.28
C -1.14 -0.48 1.06
O -0.89 -1.69 0.84
O -0.21 0.30 1.43
H -6.10 1.27 0.62
H -3.36 -1.79 0.27
H -1.99 2.02 1.64
*
```

---

Entry 4:
ORCA calculation (the ωB97M-V functional and the def2-TZVPD basis) on a molecular structure, C16H18BrFeISe4.

Properties
⟨S²⟩: 6.019
E (Ha): -14361.68147
LUMO level (spin up / spin down) (eV): -0.1 / -0.5
Energy relative to the best compared isomer or geometry (same formula, charge and spin) (kJ/mol): 0.0
Maximum force (eV/Å): 0.66
E_HOMO (spin up / spin down) (eV): -7.07 / -7.22

ORCA input file:
```
! wB97M-V def2-TZVPD RIJCOSX def2/J DEFGRID3
* xyz 0 5
Fe -0.18 0.92 -0.15
C 4.28 1.04 -2.52
C 3.15 0.02 -2.51
C 2.01 0.46 -3.41
C 2.66 -0.27 -1.11
C 2.39 0.75 -0.20
C 2.08 0.47 1.14
C 1.98 -0.84 1.59
C 1.66 -1.14 3.02
C 2.19 -1.86 0.66
C 2.53 -1.58 -0.65
H 4.67 1.18 -3.53
H 5.11 0.74 -1.88
H 3.94 2.02 -2.18
H 3.55 -0.92 -2.90
H 2.34 0.59 -4.44
H 1.60 1.42 -3.07
H 1.20 -0.26 -3.41
H 2.52 1.79 -0.49
H 1.93 1.29 1.83
H 2.54 -1.50 3.56
H 0.89 -1.91 3.09
H 1.29 -0.25 3.53
H 2.09 -2.89 0.98
H 2.71 -2.40 -1.34
Se -1.54 -0.81 0.79
Se -2.03 0.34 2.78
Se -2.33 2.56 2.12
Se -0.39 3.08 0.89
Br -0.37 3.95 -3.91
C -0.51 2.35 -4.89
C -0.04 2.34 -6.19
C -0.11 1.18 -6.94
C -0.64 0.02 -6.39
C -1.10 0.03 -5.09
C -1.05 1.19 -4.33
I -1.77 1.10 -2.40
H 0.38 3.24 -6.61
H 0.26 1.18 -7.96
H -0.68 -0.89 -6.97
H -1.52 -0.87 -4.65
*
```

---

Entry 5:
ORCA calculation (the ωB97M-V functional and the def2-TZVPD basis) on a molecular structure, B3ClH4O8PS in a non-equilibrium geometry.

Properties
E (Ha): -1878.75192
LUMO level (eV): 2.7
Maximum force (eV/Å): 1.61
E_HOMO (eV): -6.01

ORCA input file:
```
! wB97M-V def2-TZVPD RIJCOSX def2/J DEFGRID3
* xyz -1 1
O 2.11 -0.29 0.87
B 1.54 0.87 0.53
O 1.77 2.07 1.23
B 0.57 2.63 1.60
O -0.44 2.72 0.64
B -0.53 1.51 -0.01
P -2.19 0.50 0.03
S -2.73 0.40 1.93
O 0.60 0.97 -0.52
H 1.49 -1.04 0.72
H 0.36 2.98 2.72
H -1.87 -0.76 -0.47
H -3.15 1.06 -0.83
O 0.86 -1.73 -2.66
Cl 0.50 -2.73 -1.70
O 1.42 -3.83 -1.76
O -0.85 -3.19 -1.95
O 0.53 -2.15 -0.36
*
```

---

Entry 6:
ORCA calculation (the ωB97M-V functional and the def2-TZVPD basis) on 3 unconnected molecules or ions with the total composition C5H11NO2.

Properties
E (Ha): -402.15424
LUMO level (eV): 0.5
Energy relative to the best compared isomer or geometry (same formula, charge and spin) (kJ/mol): 587.9
Maximum force (eV/Å): 0.72
E_HOMO (eV): -9.24

ORCA input file:
```
! wB97M-V def2-TZVPD RIJCOSX def2/J DEFGRID3
* xyz 0 1
C -1.59 0.55 0.84
C -1.64 -0.85 0.38
C -1.47 1.70 -0.12
O -2.83 -0.18 0.83
H -1.21 0.73 1.84
H -1.28 -1.64 1.03
H -1.60 -1.06 -0.68
H -0.42 1.96 -0.24
H -1.88 1.44 -1.09
H -2.01 2.57 0.26
C 1.52 0.01 -1.39
C 1.79 -0.99 1.26
O 1.71 0.50 -0.10
N 2.39 -1.99 1.07
H 2.97 -2.28 0.29
H 1.15 -0.07 1.13
H 2.13 0.58 -2.10
H 0.47 0.07 -1.71
H 1.82 -1.05 -1.50
*
```

---

Entry 7:
ORCA calculation (the ωB97M-V functional and the def2-TZVPD basis) on C3H4N2 in the gas phase in a non-equilibrium geometry.

Properties
E (Ha): -226.15291
LUMO level (eV): 0.5
Energy relative to the best compared isomer or geometry (same formula, charge and spin) (kJ/mol): 189.7
Maximum force (eV/Å): 3.39
E_HOMO (eV): -10.23
Structure (SMILES): C1=NN=CC1

ORCA input file:
```
! wB97M-V def2-TZVPD RIJCOSX def2/J DEFGRID3
* xyz 0 1
C -0.82 0.76 0.00
N -1.18 -0.44 -0.03
N 0.02 -1.24 0.04
C 1.07 -0.43 0.01
C 0.69 1.00 0.00
H -1.66 1.49 -0.03
H 2.08 -0.94 -0.19
H 1.11 1.65 -0.82
H 0.92 1.57 0.97
*
```

---

Entry 8:
ORCA calculation (the ωB97M-V functional and the def2-TZVPD basis) on C29H32F3N5O3 in the gas phase.

Properties
E (Ha): -1923.47876
LUMO level (eV): 0.6
Energy relative to the best compared isomer or geometry (same formula, charge and spin) (kJ/mol): 0.0
Maximum force (eV/Å): 0.77
E_HOMO (eV): -7.29
Structure (SMILES): Cc1cc(N2CCOCC2)nc2ccc(NC(=O)CCC(=O)N3CCN(c4cccc(C(F)(F)F)c4)CC3)cc12

ORCA input file:
```
! wB97M-V def2-TZVPD RIJCOSX def2/J DEFGRID3
* xyz 0 1
C -0.42 0.30 -2.83
C -0.97 -0.64 -1.80
C -2.32 -0.75 -1.61
C -2.84 -1.64 -0.62
N -4.17 -1.85 -0.45
C -5.24 -1.04 -0.98
C -6.00 -0.38 0.18
O -6.47 -1.34 1.10
C -5.40 -2.08 1.64
C -4.64 -2.81 0.52
N -2.03 -2.35 0.15
C -0.70 -2.26 -0.01
C 0.13 -3.02 0.83
C 1.48 -2.99 0.69
C 2.08 -2.20 -0.31
N 3.48 -2.24 -0.38
C 4.32 -1.56 -1.19
O 3.98 -0.80 -2.07
C 5.79 -1.77 -0.84
C 6.26 -0.62 0.07
C 5.23 -0.43 1.17
O 5.02 -1.33 1.96
N 4.54 0.74 1.24
C 4.54 1.86 0.34
C 3.21 1.90 -0.42
N 2.11 2.00 0.51
C 0.92 2.55 0.10
C 0.92 3.74 -0.65
C -0.26 4.36 -1.03
C -1.48 3.82 -0.68
C -1.50 2.64 0.06
C -2.83 2.09 0.45
F -3.63 1.89 -0.62
F -2.77 0.91 1.10
F -3.52 2.92 1.26
C -0.33 2.01 0.45
C 2.11 0.91 1.48
C 3.46 0.86 2.20
C 1.30 -1.44 -1.14
C -0.10 -1.43 -1.00
H 0.24 1.03 -2.36
H -1.23 0.83 -3.33
H 0.15 -0.25 -3.58
H -2.99 -0.17 -2.22
H -4.87 -0.26 -1.64
H -5.93 -1.69 -1.53
H -6.88 0.15 -0.19
H -5.34 0.33 0.70
H -5.84 -2.79 2.34
H -4.71 -1.42 2.17
H -3.78 -3.34 0.92
H -5.32 -3.51 0.02
H -0.34 -3.63 1.59
H 2.11 -3.57 1.35
H 3.91 -2.77 0.37
H 5.93 -2.72 -0.32
H 6.38 -1.78 -1.76
H 7.20 -0.89 0.54
H 6.41 0.28 -0.54
H 5.36 1.81 -0.38
H 4.65 2.77 0.93
H 3.21 2.75 -1.10
H 3.13 0.98 -1.02
H 1.85 4.21 -0.91
H -0.22 5.27 -1.60
H -2.41 4.29 -0.97
H -0.39 1.08 0.99
H 1.33 1.10 2.23
H 1.91 -0.05 1.00
H 3.49 -0.01 2.86
H 3.60 1.77 2.78
H 1.76 -0.84 -1.92
*
```

---

Entry 9:
ORCA calculation (the ωB97M-V functional and the def2-TZVPD basis) on a molecular structure, C3H3AgLi2O3 in a non-equilibrium geometry.

Properties
⟨S²⟩: 0.761
E (Ha): -503.44578
LUMO level (spin up / spin down) (eV): -5.5 / -6.2
Energy relative to the best compared isomer or geometry (same formula, charge and spin) (kJ/mol): 50.2
Maximum force (eV/Å): 6.81
E_HOMO (spin up / spin down) (eV): -11.52 / -11.56

ORCA input file:
```
! wB97M-V def2-TZVPD RIJCOSX def2/J DEFGRID3
* xyz 1 2
O -0.98 1.88 0.51
Li 0.33 1.83 1.84
C -1.07 0.76 -0.03
O -2.22 0.58 -0.72
C -2.27 -0.70 -1.45
H -2.40 -0.45 -2.51
H -3.19 -1.20 -1.11
Ag -0.36 -1.34 -0.68
C 0.80 -1.74 1.63
O 1.30 -1.20 0.58
Li -1.79 -1.13 1.06
H -0.10 -1.31 2.12
*
```

---

Entry 10:
ORCA calculation (the ωB97M-V functional and the def2-TZVPD basis) on C4H9NO2 in the gas phase in a non-equilibrium geometry.

Properties
⟨S²⟩: 2.008
E (Ha): -362.78845
LUMO level (spin up / spin down) (eV): 1.0 / -1.8
Energy relative to the best compared isomer or geometry (same formula, charge and spin) (kJ/mol): 143.8
Maximum force (eV/Å): 10.25
E_HOMO (spin up / spin down) (eV): -6.03 / -10.42

ORCA input file:
```
! wB97M-V def2-TZVPD RIJCOSX def2/J DEFGRID3
* xyz 0 3
C 2.91 -1.23 0.02
C -1.40 0.10 -1.13
C -0.78 0.01 1.32
C -0.29 0.31 -0.10
N 2.09 -0.29 0.27
O 2.14 0.72 0.93
O 0.75 -0.55 -0.49
H 2.60 -2.03 -0.62
H 3.90 -1.19 0.45
H -1.74 -0.93 -1.10
H -2.23 0.76 -0.90
H -1.03 0.32 -2.13
H -1.13 -1.02 1.39
H -1.59 0.68 1.58
H 0.03 0.16 2.04
H 0.07 1.35 -0.14
*
```

---

Entry 11:
ORCA calculation (the ωB97M-V functional and the def2-TZVPD basis) on C4H7NOS in the gas phase in a non-equilibrium geometry.

Properties
E (Ha): -684.66729
LUMO level (eV): 0.8
Energy relative to the best compared isomer or geometry (same formula, charge and spin) (kJ/mol): 367.0
Maximum force (eV/Å): 5.43
E_HOMO (eV): -8.12

ORCA input file:
```
! wB97M-V def2-TZVPD RIJCOSX def2/J DEFGRID3
* xyz 0 1
C 0.04 -0.31 -0.03
C -1.87 -1.32 0.41
C -1.94 0.57 -0.77
C 2.67 0.32 -0.07
N -0.51 0.53 -0.76
O -2.49 -0.76 -0.61
S 1.48 -1.03 0.34
H -1.75 -2.34 0.19
H -2.15 -0.89 1.45
H -2.27 1.39 0.00
H -2.35 0.99 -1.73
H 2.49 1.26 0.38
H 2.46 0.54 -1.17
H 3.73 0.00 0.16
*
```

---

Entry 12:
ORCA calculation (the ωB97M-V functional and the def2-TZVPD basis) on a molecular structure, ClFH2NP in a non-equilibrium geometry.

Properties
E (Ha): -957.35837
LUMO level (eV): -0.1
Energy relative to the best compared isomer or geometry (same formula, charge and spin) (kJ/mol): 204.6
Maximum force (eV/Å): 4.32
E_HOMO (eV): -9.43

ORCA input file:
```
! wB97M-V def2-TZVPD RIJCOSX def2/J DEFGRID3
* xyz 0 1
N 0.17 0.46 0.01
F 3.14 0.62 0.47
P 2.29 0.24 -0.88
Cl 2.14 2.02 -1.64
H -0.43 -0.35 0.03
H 0.68 0.38 0.93
*
```